Entry from OMol25: a cluster of 2 separate species, C4H13NO3 in total in a non-equilibrium geometry (ωB97M-V/def2-TZVPD).

Computed properties:
* frontier orbital gap: 9.95 eV
* largest force on an atom: 0.1288 hartree/bohr
* E_tot: -11989.00622 eV
* LUMO: 0.45 eV
* SMILES: C[C@@H](O)[C@@H](N)CO.O

Each line ends with the Mulliken charge.
Positions of all 21 atoms, in Å:
O  1.902  2.518  1.986  -0.659
O  -2.121  -0.410  -1.056  -0.599
O  0.334  -0.301  2.054  -0.563
N  -0.261  1.518  0.280  -0.528
C  -0.269  -1.676  -1.967  -1.652
C  -0.756  -0.190  -1.342  0.143
C  -0.134  -0.923  0.921  -0.642
C  0.148  0.194  -0.145  0.254
H  1.063  -0.900  2.532  0.368
H  -0.727  0.538  -2.150  0.343
H  0.538  -1.564  -2.627  0.380
H  -2.311  0.365  -0.406  0.385
H  -0.076  -2.366  -1.295  0.493
H  -1.055  -2.110  -2.502  0.465
H  0.315  -1.898  0.728  0.496
H  0.342  2.274  0.072  0.188
H  1.549  1.585  1.912  0.386
H  1.300  -0.017  -0.430  0.039
H  -0.550  1.591  1.149  0.256
H  1.965  2.838  1.116  0.288
H  -1.198  -1.066  1.171  0.159